{"formula": "C6H11I", "method": "the ωB97M-V functional and the def2-TZVPD basis", "species": ["C", "C", "C", "I", "C", "C", "C", "H", "H", "H", "H", "H", "H", "H", "H", "H", "H", "H"], "positions_angstrom": [[0.3626, -0.0183, -2.1811], [-0.3999, 0.3369, -0.9556], [0.1477, 1.4249, 0.1647], [-1.1294, 2.9326, 0.9660], [-0.0762, -0.0519, 0.4699], [-1.2184, -0.5604, 1.4127], [1.1447, -0.8820, 0.8921], [1.1486, -0.7011, -1.7550], [0.8130, 1.0061, -2.5649], [-0.2315, -0.5793, -2.9082], [-1.4014, 0.4422, -1.0720], [1.1487, 1.6236, -0.0569], [-1.3019, 0.1527, 2.3489], [-1.1753, -1.5874, 1.5747], [-2.1426, -0.3384, 0.8234], [0.9600, -1.8703, 0.8820], [1.4659, -0.6367, 1.8206], [1.8852, -0.6933, 0.1387]], "atomic_forces_ev_per_a": [[2.11, 1.27, 0.70], [1.94, 1.31, 2.79], [-2.52, -2.85, -1.40], [0.63, -0.45, -0.39], [-0.16, -1.14, 1.89], [-1.25, 5.02, -0.99], [-0.54, 3.11, -3.78], [-0.14, 0.69, -1.27], [-0.67, -2.49, 0.10], [0.15, 0.42, 0.02], [-2.99, 0.35, -0.36], [1.38, 1.01, 0.12], [0.35, -1.87, -1.52], [0.26, -1.58, 0.66], [0.23, -0.35, 0.80], [-0.92, -3.53, -0.18], [1.07, 1.08, 2.82], [1.08, 0.01, -0.02]], "lowdin_charge": [-0.066, -0.289, -0.603, 0.788, -0.533, -0.057, -0.028, 0.076, 0.124, 0.075, 0.074, 0.050, 0.095, 0.044, 0.075, 0.044, 0.059, 0.071], "de_lowest_kj_mol": 53.9, "total_charge": 0, "smiles": "C[C@@H]1[C@@H](I)C1(C)C", "e_homo_ev": -8.85, "homo_lumo_gap_ev": 9.4, "lumo_ev": 0.583}

=====

{"formula": "C3CoO2", "method": "the ωB97M-V functional and the def2-TZVPD basis", "species": ["O", "C", "C", "O", "C", "Co"], "positions_angstrom": [[0.6773, 1.0728, 0.1045], [0.9343, -0.3160, -1.9640], [0.0359, -0.9180, -1.2934], [-0.5911, -0.7094, -0.0850], [-0.2135, 0.4085, 0.6402], [-0.8429, 0.4621, 2.5978]], "atomic_forces_ev_per_a": [[-1.41, 0.36, 2.19], [-0.46, -0.80, -0.25], [0.77, 0.92, -0.12], [-1.27, -0.45, 1.20], [2.37, -0.03, -2.62], [0.00, 0.01, -0.39]], "lowdin_spin": [0.050, 0.019, 0.011, 0.038, 0.178, 3.704], "de_lowest_kj_mol": 7.0, "total_charge": -1, "spin_multiplicity": 5, "e_homo_ev": [-3.14, -3.10], "homo_lumo_gap_ev": [5.9, 4.0], "lumo_ev": [2.710, 0.915], "s_squared": 6.01}

=====

{"formula": "C16H30F12KN2O14S4", "method": "the ωB97M-V functional and the def2-TZVPD basis", "species": ["K", "C", "F", "F", "F", "S", "O", "O", "N", "S", "O", "O", "C", "F", "F", "F", "C", "F", "F", "F", "S", "O", "O", "N", "S", "O", "O", "C", "F", "F", "F", "C", "O", "C", "C", "O", "C", "H", "H", "H", "H", "H", "H", "H", "H", "H", "H", "C", "O", "C", "C", "O", "C", "H", "H", "H", "H", "H", "H", "H", "H", "H", "H", "C", "O", "C", "C", "O", "C", "H", "H", "H", "H", "H", "H", "H", "H", "H", "H"], "positions_angstrom": [[-1.2120, -1.0812, -2.2551], [6.4266, 4.1066, 3.5853], [7.3936, 3.7998, 2.6636], [6.8922, 4.3157, 4.8551], [5.7930, 5.2091, 3.1425], [5.0944, 2.7030, 3.7084], [5.9223, 1.5471, 3.9162], [4.3596, 3.1821, 4.8768], [4.1798, 2.7260, 2.2328], [3.4994, 1.3494, 2.2435], [4.1958, 0.2797, 1.6050], [2.6715, 0.9742, 3.4673], [2.0301, 1.6751, 0.9778], [1.4749, 0.5170, 0.6691], [1.0779, 2.4931, 1.4808], [2.5299, 2.0670, -0.1681], [-4.2153, -3.8000, -0.0333], [-5.3439, -4.4787, -0.2820], [-4.4371, -2.5000, -0.2133], [-3.9498, -4.1358, 1.2493], [-2.8528, -4.2892, -1.3285], [-2.7855, -5.7654, -1.2077], [-3.3746, -3.6886, -2.5925], [-1.5646, -3.3379, -0.7758], [-0.6725, -4.2919, 0.1224], [-1.3065, -4.7563, 1.3224], [0.0728, -5.2618, -0.7236], [0.6952, -3.0369, 0.6961], [0.1957, -1.9353, 1.2652], [1.4212, -3.6443, 1.6107], [1.4502, -2.7182, -0.2845], [-0.9789, -3.2976, -4.4980], [0.0342, -2.2718, -4.2362], [0.9981, -1.9326, -5.2338], [2.0670, -1.0909, -4.5203], [1.3796, -0.0663, -3.7926], [2.2699, 0.8536, -3.2326], [-0.6975, -4.0372, -5.2476], [-1.8183, -2.7614, -4.9408], [-1.1745, -3.7893, -3.5451], [0.4182, -1.4572, -6.0249], [1.4983, -2.8310, -5.5956], [2.7192, -0.6786, -5.2902], [2.6546, -1.5808, -3.7439], [3.0148, 1.2367, -3.9301], [2.8470, 0.4189, -2.4164], [1.7039, 1.5672, -2.6339], [-2.8653, 1.6746, 0.1402], [-1.9871, 1.5345, -1.0049], [-2.3159, 2.5229, -1.9033], [-1.3053, 2.3620, -3.0081], [-1.6107, 1.2290, -3.7845], [-1.1404, 1.2223, -5.0548], [-3.9453, 1.7122, -0.0022], [-2.5224, 2.5164, 0.7417], [-2.8804, 0.8386, 0.8394], [-2.2985, 3.5245, -1.4736], [-3.2976, 2.3147, -2.3287], [-0.2866, 2.2224, -2.6463], [-1.3149, 3.2546, -3.6336], [-1.3849, 2.0853, -5.6741], [-1.3238, 0.2687, -5.5499], [-0.0522, 1.2859, -5.0491], [-0.1995, 0.7700, 6.0822], [-1.0523, -0.1170, 5.3656], [-0.8310, -0.3500, 3.9487], [-1.3017, 0.8836, 3.1965], [-2.5674, 1.3643, 3.2107], [-3.1415, 1.5895, 4.5247], [-0.5551, 1.7256, 5.6970], [0.8351, 0.6037, 5.7820], [-0.2876, 0.7272, 7.1678], [-1.3858, -1.2195, 3.5962], [0.1836, -0.6583, 3.6964], [-1.0454, 0.9241, 2.1379], [-0.7402, 1.7693, 3.4939], [-4.1170, 2.0455, 4.3559], [-2.6137, 2.2592, 5.2036], [-3.2457, 0.6088, 4.9890]], "atomic_forces_ev_per_a": [[0.07, 0.31, 0.14], [-1.39, -0.62, -0.97], [-0.65, 0.49, 1.77], [-0.02, -0.26, -2.22], [0.73, -0.08, 0.48], [0.00, 1.60, 1.54], [-0.29, -0.21, -0.69], [0.30, -0.33, -1.79], [2.62, 1.38, 2.98], [-5.88, -2.78, 1.21], [0.55, -0.37, -0.28], [2.43, 1.11, -2.72], [1.44, -0.55, 2.05], [-0.92, -1.00, 0.55], [0.65, -0.16, -0.80], [0.28, 1.81, -1.20], [0.18, -1.42, 0.05], [0.03, 0.30, -0.77], [-0.01, 0.01, 0.66], [0.46, 1.15, -1.09], [-1.61, -0.21, -0.25], [0.30, 3.25, -0.43], [1.27, -0.93, 2.48], [-2.36, -1.47, -1.27], [3.51, -1.76, -0.32], [0.20, 0.13, -0.11], [-1.14, 1.81, 1.74], [-2.05, -1.21, 1.33], [-0.45, 0.16, -0.26], [0.28, -0.60, 0.48], [1.22, 0.84, -2.10], [0.97, 1.08, -0.56], [-0.05, -1.08, 0.29], [-0.35, -0.73, 1.51], [-1.37, 0.68, 0.14], [-0.07, 0.00, -0.86], [0.42, -0.21, 1.51], [0.53, -0.06, 0.10], [-0.50, -0.24, 0.39], [-0.19, 0.20, -0.34], [0.66, 0.48, -0.37], [-0.07, -0.17, -0.30], [0.25, 0.26, 0.01], [0.10, -0.87, -0.46], [-0.37, 0.50, -0.26], [0.37, -0.65, 0.00], [-0.05, 0.55, -0.80], [0.42, -0.52, 1.21], [-1.51, -1.01, 2.31], [0.64, -0.26, -1.46], [0.30, 0.76, -0.72], [-1.82, -0.65, 1.48], [2.29, 0.17, -1.68], [-0.05, 0.63, -1.20], [-0.18, 0.21, -0.12], [1.05, -0.42, -0.36], [0.12, 0.13, 0.14], [-0.33, 0.28, -0.08], [0.03, 0.31, 0.43], [0.00, 0.17, -0.25], [-0.96, 0.08, -0.05], [-0.58, 0.13, 0.06], [0.41, -0.12, 0.10], [-0.06, 0.40, -2.04], [-0.32, -2.14, 0.19], [-0.72, 0.72, 0.53], [3.23, 1.55, -0.91], [-3.52, 0.18, 1.36], [-0.50, -0.75, -0.91], [0.78, 0.72, 0.68], [0.18, 0.18, 0.11], [-0.44, -0.48, -0.20], [-0.61, -0.11, 0.71], [0.43, 0.76, 0.17], [0.23, -1.01, -0.23], [1.07, -0.19, 0.69], [-0.04, -0.14, -0.14], [0.63, 0.02, -0.33], [-0.19, 0.28, 0.31]], "lowdin_charge": [0.837, -0.574, 0.095, 0.105, 0.099, 0.669, -0.307, -0.317, -0.297, 0.547, -0.300, -0.367, -0.663, 0.114, 0.112, 0.126, -0.625, 0.119, 0.122, 0.121, 0.701, -0.302, -0.352, -0.396, 0.596, -0.287, -0.326, -0.710, 0.128, 0.161, 0.187, -0.056, -0.321, -0.165, -0.155, -0.240, -0.104, 0.093, 0.090, 0.060, 0.122, 0.126, 0.125, 0.138, 0.098, 0.093, 0.074, -0.072, -0.199, -0.233, -0.178, -0.229, -0.142, 0.097, 0.098, 0.077, 0.136, 0.136, 0.119, 0.132, 0.095, 0.096, 0.081, -0.080, -0.231, -0.135, -0.270, -0.190, -0.060, 0.063, 0.089, 0.086, 0.122, 0.118, 0.105, 0.122, 0.082, 0.081, 0.088], "total_charge": -1, "e_homo_ev": -6.85, "homo_lumo_gap_ev": 8.2, "lumo_ev": 1.356}